<a>
This record from OMol25 describes C22H30N2O3S in the gas phase. The level of theory is ωB97M-V/def2-TZVPD.

```
58
Properties=species:S:1:pos:R:3:nbo_charge:R:1
C 0.3385 0.4827 6.8719 -0.59
H -0.7205 0.2448 6.9438 0.21
H 0.8933 -0.4492 6.7906 0.21
H 0.6434 0.9909 7.7836 0.21
C 0.6036 1.3682 5.6520 -0.42
C 0.1780 0.6664 4.3959 0.01
C -1.1194 0.8012 3.9142 -0.21
C -1.5288 0.1295 2.7804 -0.20
C -0.6376 -0.7015 2.1030 -0.07
C 0.6641 -0.8468 2.5832 -0.17
C 1.0598 -0.1692 3.7173 -0.22
H 2.0708 -0.2814 4.0816 0.21
H 1.3476 -1.4884 2.0499 0.23
C -1.0346 -1.3767 0.8905 0.47
N -0.2944 -2.1723 0.1703 -0.48
C -1.0598 -2.5115 -0.9130 0.03
C -2.2688 -1.8746 -0.8056 0.31
O -2.2550 -1.1702 0.3499 -0.40
C -3.4622 -1.8326 -1.6836 -0.67
H -3.7506 -2.8378 -1.9860 0.23
H -4.2864 -1.3630 -1.1538 0.24
H -3.2394 -1.2530 -2.5792 0.25
C -0.5127 -3.2451 -2.0614 -0.60
H 0.2175 -3.9985 -1.7852 0.24
H -1.2988 -3.6671 -2.6825 0.24
S 0.3721 -1.9469 -3.1183 1.25
O -0.4464 -0.7423 -2.9281 -1.00
C 1.8337 -1.7885 -1.9861 -0.72
C 2.3424 -0.3598 -1.8784 0.67
O 3.4602 -0.0343 -2.2219 -0.62
N 1.4527 0.4553 -1.2905 -0.63
H 0.4949 0.1461 -1.2199 0.42
C 1.7095 1.8544 -1.0176 -0.05
C 1.4473 2.7351 -2.2504 -0.42
C 0.0512 2.5874 -2.8554 -0.42
H 0.1084 2.8250 -3.9202 0.21
H -0.2579 1.5443 -2.7940 0.23
C -1.0212 3.4917 -2.2396 -0.39
C -0.9365 3.6786 -0.7225 -0.40
C -0.5744 2.4116 0.0537 -0.41
C 0.9341 2.2506 0.2406 -0.39
H 1.3406 3.1910 0.6190 0.20
H 1.1194 1.4854 0.9998 0.22
H -1.0224 2.4627 1.0496 0.21
H -0.9992 1.5391 -0.4439 0.19
H -1.9047 4.0504 -0.3779 0.21
H -0.2006 4.4505 -0.4883 0.19
H -0.9663 4.4814 -2.7004 0.20
H -1.9976 3.0729 -2.4947 0.20
H 2.1829 2.4386 -3.0013 0.22
H 1.6418 3.7765 -1.9903 0.20
H 2.7831 1.9175 -0.7975 0.22
H 2.6086 -2.4317 -2.3971 0.25
H 1.5255 -2.1224 -0.9948 0.28
H -2.5358 0.2444 2.4087 0.22
H -1.8142 1.4461 4.4331 0.21
H 0.0512 2.3036 5.7598 0.21
H 1.6687 1.6025 5.6027 0.21
```

Properties
Orbital gap: 8.68 eV

---

<b>
This record from OMol25 describes C22H30N2O3S in the gas phase. The level of theory is ωB97M-V/def2-TZVPD.

```
58
Properties=species:S:1:pos:R:3:nbo_charge:R:1
C -2.6310 1.3043 1.5133 -0.62
C -1.6510 0.5291 0.6356 -0.42
C -0.4142 1.3157 0.1610 0.06
C -0.7936 2.7189 -0.3123 -0.63
C 0.7041 1.5466 1.2152 0.73
O 1.7391 2.0718 0.8551 -0.66
N 0.4113 1.2795 2.5008 -0.62
C 1.4287 1.3514 3.5326 -0.06
C 1.9492 -0.0434 3.8809 -0.41
C 3.0312 0.0502 4.9510 -0.40
C 2.4854 0.7381 6.1994 -0.40
C 1.9493 2.1248 5.8552 -0.40
C 0.8691 2.0330 4.7810 -0.39
N 0.2407 0.5269 -0.9060 -0.44
C 0.0964 0.9137 -2.2928 -0.26
C -1.2871 0.6916 -2.8238 0.27
C -2.1305 1.5143 -3.5123 -0.31
C -3.2937 0.7527 -3.7855 -0.32
C -3.0711 -0.4723 -3.2409 0.09
O -1.8614 -0.5183 -2.6605 -0.41
C 0.9245 -0.5584 -0.4830 0.72
O 0.9767 -0.8543 0.6989 -0.64
C 1.6346 -1.4359 -1.5129 -0.53
C 0.6670 -2.1905 -2.3605 -0.19
C 0.5792 -2.2438 -3.7173 -0.27
C -0.4718 -3.0714 -4.1737 -0.25
C -1.1670 -3.6338 -3.1553 -0.42
S -0.5543 -3.1687 -1.6171 0.45
H -3.1712 2.0453 0.9297 0.21
H -3.3617 0.6156 1.9327 0.22
H -2.1301 1.8138 2.3324 0.21
H -1.3101 -0.3723 1.1490 0.22
H -2.1859 0.1947 -0.2561 0.22
H 0.0892 3.2389 -0.6756 0.24
H -1.1737 3.2800 0.5372 0.23
H -1.5567 2.6885 -1.0852 0.22
H -0.3409 0.6373 2.6902 0.39
H 2.2422 1.9527 3.1145 0.23
H 2.3322 -0.5164 2.9761 0.23
H 1.1199 -0.6525 4.2510 0.19
H 3.8761 0.6218 4.5616 0.20
H 3.3901 -0.9495 5.2033 0.21
H 3.2714 0.8220 6.9527 0.21
H 1.6800 0.1334 6.6232 0.19
H 1.5417 2.6000 6.7501 0.21
H 2.7678 2.7476 5.4880 0.20
H 0.5064 3.0305 4.5250 0.21
H 0.0241 1.4521 5.1602 0.19
H 0.7963 0.3310 -2.8915 0.23
H 0.3515 1.9685 -2.4161 0.23
H -1.9470 2.5310 -3.7947 0.23
H -4.1678 1.0780 -4.3106 0.23
H -3.6679 -1.3612 -3.1966 0.21
H 2.2335 -2.1376 -0.9245 0.25
H 2.3150 -0.8478 -2.1315 0.23
H 1.2459 -1.7171 -4.3785 0.22
H -0.6936 -3.2334 -5.2134 0.22
H -2.0059 -4.2989 -3.2079 0.23
```

Properties
SMILES: CC[C@@](C)(C(=O)NC1CCCCC1)N(Cc1ccco1)C(=O)Cc1cccs1
Orbital gap: 9.32 eV

---

Need the numbers? Relative energies in hartree: <a> 0.0033; <b> 0.0000.

---

<a>
This record from OMol25 describes CH3ClO3S as an isolated structure. The level of theory is ωB97M-V/def2-TZVPD.

```
9
Properties=species:S:1:pos:R:3:nbo_charge:R:1
C 0.5989 -0.9229 -0.6236 -0.27
O 0.6992 1.4998 1.0935 -0.87
O -0.8622 1.2470 -0.7373 -0.91
O -0.2050 -0.8033 0.5559 -0.66
S -0.4360 0.8868 0.5550 2.26
Cl -2.0877 0.9820 1.6749 -0.14
H -0.1363 -1.0696 -1.3204 0.20
H 1.3067 -1.8058 -0.4249 0.21
H 1.1225 -0.0140 -0.7731 0.19
```

Properties
Orbital gap: 11.62 eV

---

<b>
This record from OMol25 describes CH3ClO3S as an isolated structure. The level of theory is ωB97M-V/def2-TZVPD.

```
9
Properties=species:S:1:pos:R:3:nbo_charge:R:1
C -0.9473 -0.3870 0.2059 -0.07
O 2.1131 -1.1835 0.3246 -0.89
O 1.6162 1.2388 0.3677 -0.90
O -1.2958 0.7539 0.8187 -0.66
S 1.3052 -0.0621 -0.0480 1.89
Cl 1.1753 0.0815 -2.1444 -0.33
H -1.3379 -0.5450 -0.8759 0.23
H -0.7716 -1.2448 0.9972 0.22
H -1.8571 1.3483 0.3542 0.50
```

Properties
Orbital gap: 9.46 eV

---

Need the numbers? Relative energies in hartree: <a> 0.0000; <b> 0.0171.

---

<a>
This record from OMol25 describes C33H32Cl2N5O3PTc as an isolated structure. The level of theory is ωB97M-V/def2-TZVPD.

```
77
Properties=species:S:1:pos:R:3:lowdin_spin:R:1
Tc 0.0958 0.5100 0.0795 0.81
Cl -1.6509 4.1374 2.9062 0.00
C -0.4498 2.9822 3.2867 0.00
C 0.2353 3.0763 4.5206 0.00
C 1.1751 2.1555 4.8731 0.00
Cl 1.9690 2.2678 6.3963 0.00
C 1.5093 1.0937 3.9878 0.00
C 2.4622 0.0925 4.2266 0.01
C 2.6998 -0.8787 3.2777 0.00
C 2.0070 -0.8451 2.0720 0.01
N 1.0937 0.0878 1.8116 0.00
C 0.8137 1.0377 2.7720 0.01
C -0.1901 1.9535 2.4209 0.00
O -0.7743 1.7755 1.2216 0.03
H -0.0115 3.8897 5.1898 0.00
H 3.0072 0.0886 5.1626 0.00
H 3.4170 -1.6680 3.4520 0.00
H 2.1793 -1.5878 1.3072 0.00
C -3.1951 -6.5693 2.9001 0.00
C -1.9777 -6.6513 2.2398 0.00
C -1.2492 -5.4964 1.9898 0.00
C -1.7406 -4.2520 2.3821 0.00
C -2.9621 -4.1799 3.0513 0.00
C -3.6838 -5.3350 3.3110 0.00
P -0.7278 -2.8016 1.9710 0.00
C -1.2552 -1.5606 3.2066 0.00
C -2.1891 -0.5512 2.9810 0.00
C -2.5143 0.3464 3.9915 0.00
C -1.9234 0.2321 5.2427 0.00
C -1.0067 -0.7839 5.4850 0.00
C -0.6694 -1.6681 4.4701 0.00
C -1.5731 -2.1522 0.4675 0.03
C -2.6088 -2.8485 -0.1529 0.00
C -3.2323 -2.3811 -1.3077 0.04
C -2.8617 -1.1758 -1.8820 -0.01
C -1.8391 -0.4522 -1.2859 0.03
C -1.1879 -0.9546 -0.1514 -0.01
H -3.7611 -7.4696 3.1039 0.00
H -1.5899 -7.6138 1.9308 0.00
H -0.2892 -5.5634 1.4892 0.00
H -3.3495 -3.2221 3.3789 0.00
H -4.6282 -5.2745 3.8374 0.00
H -2.6713 -0.4556 2.0145 0.00
H -3.2400 1.1286 3.8026 0.00
H -2.1904 0.9226 6.0339 0.00
H -0.5599 -0.8915 6.4667 0.00
H 0.0431 -2.4638 4.6669 0.00
H -2.9498 -3.7792 0.2804 0.00
H -4.0337 -2.9622 -1.7472 0.00
H -3.3637 -0.7950 -2.7614 0.00
H -1.5726 0.5210 -1.7116 0.00
N 1.5174 -0.3689 -1.3562 0.01
C 2.4600 0.7122 -1.7664 0.01
C 3.1574 0.4095 -3.1135 0.00
C 4.6874 0.5818 -3.2067 0.00
C 5.1642 1.9524 -3.6773 0.00
N 4.8633 3.0293 -2.7425 0.00
C 5.7095 3.7226 -2.0057 0.00
N 7.0308 3.5312 -2.0483 0.00
N 5.2153 4.6318 -1.1530 0.00
C 1.6366 2.0169 -1.7613 0.01
O 2.1449 3.0796 -2.0606 0.00
O 0.3921 1.8726 -1.3992 0.02
H 2.0169 -1.2148 -1.1022 0.00
H 0.9407 -0.6193 -2.1579 0.00
H 3.2003 0.8115 -0.9678 0.00
H 2.6791 0.9879 -3.9090 0.00
H 2.9346 -0.6348 -3.3409 0.00
H 5.0424 -0.1244 -3.9596 0.00
H 5.1752 0.2986 -2.2695 0.00
H 4.6706 2.1920 -4.6210 0.00
H 6.2287 1.9386 -3.9036 0.00
H 3.8708 3.1868 -2.5564 0.00
H 7.4434 2.9031 -2.7124 0.00
H 7.6515 4.1780 -1.5930 0.00
H 4.2436 4.8911 -1.2121 0.00
H 5.8278 5.2622 -0.6648 0.00
```

Properties
<S²>: 0.991
Spin multiplicity: 2
Orbital gap (spin up / spin down): 5.56 / 5.91 eV
Total charge: +2

---

<b>
This record from OMol25 describes C33H32Cl2N5O3PTc as an isolated structure. The level of theory is ωB97M-V/def2-TZVPD.

```
77
Properties=species:S:1:pos:R:3:lowdin_spin:R:1
Tc 0.1080 0.0004 -0.0069 0.94
Cl 0.1173 3.4570 3.4807 0.00
C 1.4705 2.5779 2.8938 0.01
C 2.7618 2.9019 3.3606 -0.01
C 3.8566 2.2090 2.9327 0.01
Cl 5.4213 2.6210 3.5239 0.00
C 3.7201 1.1429 1.9982 0.00
C 4.7678 0.3409 1.5114 0.02
C 4.4964 -0.6673 0.6193 0.00
C 3.1833 -0.8655 0.1934 0.02
N 2.1751 -0.1260 0.6225 0.00
C 2.4246 0.8605 1.5323 0.00
C 1.2883 1.5635 1.9881 -0.01
O 0.0943 1.1766 1.5311 0.00
H 2.8747 3.7095 4.0726 0.00
H 5.7811 0.5194 1.8481 0.00
H 5.2815 -1.3055 0.2415 0.00
H 2.9462 -1.6531 -0.5112 0.00
C -4.9819 -2.5611 -2.7811 0.00
C -3.7076 -2.9864 -2.4291 0.00
C -2.8981 -2.1713 -1.6537 0.00
C -3.3413 -0.9158 -1.2311 0.00
C -4.6390 -0.5201 -1.5495 0.00
C -5.4489 -1.3369 -2.3269 0.00
P -2.3097 0.0686 -0.1064 0.00
C -3.0691 1.6694 0.1629 0.00
C -3.5840 2.4267 -0.8890 0.00
C -4.0568 3.7061 -0.6490 0.00
C -4.0080 4.2386 0.6332 0.00
C -3.4779 3.4950 1.6773 0.00
C -3.0018 2.2132 1.4456 0.00
C -2.1135 -0.9675 1.3307 -0.03
C -2.9397 -1.3408 2.3787 0.00
C -2.4482 -2.3065 3.2455 -0.03
C -1.1805 -2.8645 3.0535 0.00
C -0.3533 -2.4550 2.0193 -0.01
C -0.8096 -1.4636 1.1435 -0.01
H -5.6201 -3.1981 -3.3807 0.00
H -3.3565 -3.9656 -2.7323 0.00
H -1.9647 -2.5797 -1.2835 0.00
H -5.0294 0.4252 -1.1912 0.00
H -6.4559 -1.0176 -2.5661 0.00
H -3.6286 2.0195 -1.8935 0.00
H -4.4725 4.2877 -1.4624 0.00
H -4.3845 5.2369 0.8178 0.00
H -3.4348 3.9115 2.6755 0.00
H -2.5708 1.6427 2.2600 0.00
H -3.9263 -0.9133 2.5122 0.00
H -3.0531 -2.6444 4.0780 0.00
H -0.8337 -3.6248 3.7431 0.00
H 0.6395 -2.8812 1.9255 0.00
N 0.2656 -0.8230 -2.0413 0.00
C 0.5175 0.1976 -3.1075 0.00
C -0.4498 0.0530 -4.2976 0.00
C 0.1290 0.5234 -5.6545 0.00
C -0.7429 1.5071 -6.4302 0.00
N -0.7681 2.7850 -5.7294 0.00
C -1.1629 3.9356 -6.2373 0.00
N -1.0022 5.0512 -5.5192 0.00
N -1.7224 3.9989 -7.4472 0.00
C 0.4889 1.5983 -2.4775 0.01
O 0.4521 2.5941 -3.1959 0.02
O 0.5311 1.6171 -1.1896 0.05
H 0.9667 -1.5490 -2.1122 0.00
H -0.6135 -1.2771 -2.2434 0.00
H 1.5378 0.0491 -3.4647 0.00
H -1.3817 0.5773 -4.0627 0.00
H -0.7142 -1.0019 -4.3874 0.00
H 0.2873 -0.3436 -6.2935 0.00
H 1.1101 0.9827 -5.5122 0.00
H -1.7576 1.1131 -6.5392 0.00
H -0.3193 1.6449 -7.4279 0.00
H -0.3208 2.7947 -4.8050 0.00
H -0.5305 5.0149 -4.6290 0.00
H -1.3182 5.9433 -5.8524 0.00
H -1.8850 3.1683 -7.9854 0.00
H -1.9768 4.8784 -7.8609 0.00
```

Properties
<S²>: 1.230
Spin multiplicity: 2
Orbital gap (spin up / spin down): 5.73 / 6.27 eV
Total charge: +2

---

Need the numbers? Relative energies in hartree: <a> 0.0364; <b> 0.0000.

---

<a>
This record from OMol25 describes an isolated ion of composition C5H11N and charge -1. The level of theory is ωB97M-V/def2-TZVPD.

```
17
Properties=species:S:1:pos:R:3:lowdin_spin:R:1
C 0.2317 0.3938 1.3937 0.24
C 0.0361 0.7597 -0.0823 0.04
C -0.5503 -0.3116 -0.9605 0.01
C -1.6206 -0.0911 -1.7091 0.05
C 0.1959 -1.6218 -0.9788 0.14
N 1.4513 0.9790 1.9454 0.07
H -0.6479 0.6711 1.9893 0.06
H 0.1564 -0.6906 1.5722 0.07
H -0.5094 1.7036 -0.0972 0.01
H 1.0406 0.9509 -0.4472 0.01
H -2.1261 -0.8585 -2.2936 0.01
H -2.1489 0.8533 -1.7169 0.01
H -0.4663 -2.4117 -1.3473 0.02
H 0.5707 -1.9599 -0.0214 0.06
H 1.0021 -1.5549 -1.7127 0.02
H 1.3195 1.2515 2.9207 0.08
H 2.1058 0.2151 2.0485 0.08
```

Properties
<S²>: 0.750
Spin multiplicity: 2
Orbital gap (spin up / spin down): 2.68 / 9.62 eV
Total charge: -1

---

<b>
This record from OMol25 describes an isolated ion of composition C5H11N and charge -1. The level of theory is ωB97M-V/def2-TZVPD.

```
17
Properties=species:S:1:pos:R:3:lowdin_spin:R:1
C -0.1967 2.2046 1.0202 0.04
C -0.7658 0.7541 1.0469 0.04
C -0.0269 -0.2028 0.1645 0.01
C -0.4741 -0.4797 -1.0623 0.25
N 0.1161 -1.3298 -1.9701 0.11
C 1.1426 -0.9853 0.7179 0.15
H -0.1027 2.6984 0.0586 0.01
H -0.7944 2.8457 1.6895 0.01
H 0.7615 2.2754 1.5517 0.01
H -0.7155 0.5560 2.1140 0.01
H -1.7617 0.8225 0.6018 0.02
H -1.3088 0.0499 -1.5103 0.06
H 0.8807 -1.9139 -1.6434 0.07
H -0.2352 -1.5348 -2.8908 0.11
H 1.0641 -2.0814 0.7118 0.05
H 1.2967 -0.7440 1.7722 0.02
H 2.0159 -0.7580 0.0939 0.03
```

Properties
<S²>: 0.750
Spin multiplicity: 2
Orbital gap (spin up / spin down): 2.80 / 7.74 eV
Total charge: -1

---

Need the numbers? Relative energies in hartree: <a> 0.0054; <b> 0.0000.